The following is a quantum chemistry calculation of a structure of composition C6H19O7Tl at a distorted geometry, from the Open Molecules 2025 dataset.

```
33
Properties=species:S:1:pos:R:3:forces:R:3:mulliken_charge:R:1
Tl -1.541912 -2.738705 3.066057 0.09 0.15 -0.11 0.87
O -0.473572 -1.101465 1.163527 0.09 0.19 -0.95 -0.84
H -0.865072 -0.347015 0.681807 -0.05 0.00 0.77 0.31
C -1.408052 4.060775 -0.052473 1.30 -0.39 -0.83 -0.37
C -2.416542 2.964195 -0.501223 -0.38 -1.75 0.52 -0.21
O -2.187542 2.430065 -1.770003 -0.67 1.19 -0.90 -0.40
O -0.105532 3.492345 0.163127 -1.46 0.31 -0.18 -0.42
H -1.780562 4.631045 0.798487 -0.07 -0.25 0.13 0.37
H -1.306992 4.698675 -0.930533 0.00 0.18 0.12 0.27
H -3.447432 3.288455 -0.359043 0.05 0.64 -0.84 0.39
H -2.403632 2.075035 0.129127 0.58 0.10 1.07 0.16
H -1.414182 1.862885 -1.812473 0.21 0.41 0.50 0.29
H -0.119442 3.135425 1.054197 0.33 0.00 0.40 0.33
C -0.998872 -1.897745 -2.138653 1.64 -0.96 0.08 -0.34
C -1.663992 -0.491205 -1.980553 -1.61 0.12 -2.02 -0.44
O -2.540592 -0.226085 -3.126073 1.67 -0.62 2.46 -0.39
O 0.111848 -2.092025 -1.246713 -1.16 0.42 -2.37 -0.37
H -0.559052 -1.934045 -3.135323 -0.18 0.01 -0.06 0.35
H -1.762632 -2.667185 -2.025833 -0.01 0.03 0.13 0.28
H -0.871412 0.243015 -1.836173 0.01 -0.09 -0.10 0.47
H -2.363672 -0.588375 -1.150433 0.11 0.08 0.50 0.26
H -2.243762 0.561015 -3.588643 0.12 0.31 -0.38 0.40
H -0.044192 -1.679835 -0.393863 -0.44 -0.07 2.01 0.38
C 2.954298 -1.528565 1.324837 -1.57 -0.46 0.12 -0.22
C 3.637538 -2.538165 2.299377 0.28 1.15 0.17 -0.37
O 4.324028 -1.847075 3.279217 -0.11 -0.26 0.88 -0.41
O 2.038518 -0.590485 1.988317 2.11 -1.65 -0.64 -0.32
H 2.432748 -2.116045 0.569227 -0.66 -0.10 0.01 0.26
H 3.620338 -0.982855 0.656487 0.86 0.43 0.65 0.36
H 4.305488 -3.183815 1.729207 0.30 0.12 -0.70 0.31
H 3.002228 -3.261785 2.810107 -0.55 0.46 -0.02 0.29
H 4.791138 -1.071625 2.959687 0.29 0.09 -0.32 0.36
H 1.300468 -0.558835 1.375217 -1.13 0.23 -0.13 0.38
```
Forces are in eV/Å.

## Properties
gap between HOMO and LUMO = 2.46 eV
highest occupied orbital energy = -15.9 eV
energy relative to the best compared isomer or geometry (same formula, charge and spin) = 225.0 kJ/mol
total energy = -25529.7548 eV
charge = +2

***

The following is a quantum chemistry calculation of a structure of composition C25H20MoN7OS at a distorted geometry, from the Open Molecules 2025 dataset.

```
55
Properties=species:S:1:pos:R:3:forces:R:3:mulliken_charge:R:1
Mo 0.030602 -0.052046 -0.471167 0.54 0.69 0.49 -0.21
C -4.982152 1.091362 -0.343494 -0.07 0.00 0.05 -0.49
C -4.791188 0.103446 0.630849 0.01 -0.02 0.01 -0.83
C -3.664071 -0.684707 0.607177 -0.03 0.08 -0.02 -0.25
C -2.721700 -0.470606 -0.416172 0.25 -0.16 0.06 0.33
C -2.915231 0.504003 -1.407105 -0.10 0.06 0.00 0.01
C -4.052973 1.292129 -1.354638 0.12 -0.04 -0.08 -0.98
N -1.522654 -1.215842 -0.431094 -0.53 -0.44 -0.17 0.74
C -1.440410 -2.595101 -0.423792 -0.06 0.09 0.02 0.87
C -2.464740 -3.487106 -0.741614 -0.02 -0.07 0.02 -0.42
C -2.166333 -4.841999 -0.724972 -0.05 0.05 -0.01 -0.90
C -0.890481 -5.295962 -0.394134 0.02 -0.06 0.00 -0.54
C 0.142114 -4.411919 -0.063659 -0.06 0.14 0.01 -0.80
C -0.157713 -3.072306 -0.100627 0.19 -0.17 0.06 0.14
N 0.667424 -1.980953 0.310091 -0.04 -0.07 -0.03 1.71
N 1.488260 -2.148661 1.220458 -0.01 0.09 -0.01 -1.19
C 1.835729 -0.934174 1.836188 -0.05 -0.14 -0.07 0.21
C 2.764548 -0.928464 2.846692 -0.03 0.09 0.02 -0.54
C 2.901652 0.243193 3.600016 0.00 -0.03 -0.04 -0.35
C 2.059214 1.301306 3.332566 -0.01 0.00 -0.02 -0.90
C 1.143684 1.209981 2.281885 -0.01 0.04 0.00 -0.26
N 1.045914 0.125590 1.514307 -0.01 0.04 0.08 0.46
H -5.880495 1.694203 -0.316504 0.00 0.00 0.00 0.46
H -5.531376 -0.036225 1.406958 0.00 0.00 0.00 0.46
H -3.486565 -1.434383 1.367635 0.01 -0.01 -0.01 0.57
H -2.230220 0.578103 -2.245092 0.01 0.01 0.01 0.48
H -4.232818 2.029902 -2.124380 -0.01 0.00 0.00 0.51
H -3.449139 -3.128817 -1.012892 -0.01 0.00 0.00 0.58
H -2.933993 -5.561290 -0.975965 -0.01 0.01 -0.01 0.47
H -0.693530 -6.359924 -0.386014 0.00 0.00 0.00 0.47
H 1.124888 -4.768439 0.213001 0.01 0.01 0.00 0.56
H 3.335212 -1.822643 3.057839 0.00 -0.01 -0.02 0.57
H 3.626528 0.293681 4.401695 -0.01 0.01 0.01 0.49
H 2.079857 2.203781 3.927790 0.01 -0.01 0.01 0.50
H 0.469403 2.028960 2.076047 0.00 -0.02 0.01 0.65
N 2.616636 -1.915708 -3.557589 0.01 0.06 -0.02 -0.39
C 2.088145 -1.117876 -2.634756 0.08 -0.10 0.09 0.82
S 0.312641 -1.101559 -2.512253 -0.01 -0.05 -0.27 -0.21
N 2.812586 -0.429188 -1.813086 -0.10 0.07 -0.04 -1.38
N 2.041095 0.436068 -1.067301 -0.10 -0.27 -0.13 1.00
C 2.601051 1.589889 -0.848194 0.01 0.05 0.01 -0.60
C 1.974130 2.764496 -0.330736 -0.03 0.13 0.04 1.18
C 2.748901 3.919575 -0.120162 -0.03 -0.01 0.00 -0.78
C 2.146832 5.105000 0.244901 0.07 0.01 0.00 -0.80
C 0.760369 5.176113 0.380527 -0.10 -0.03 0.00 -0.57
C -0.040448 4.061520 0.167517 0.15 0.06 0.00 -0.42
C 0.579152 2.875617 -0.179299 -0.15 -0.14 -0.04 0.10
O -0.187259 1.763119 -0.392890 0.15 0.12 -0.03 -0.43
H 2.050016 -2.489506 -4.159770 0.00 0.02 -0.01 0.23
H 3.609665 -1.869324 -3.737555 0.00 -0.02 0.00 0.27
H 3.628866 1.674604 -1.192879 0.00 -0.02 0.01 0.48
H 3.821661 3.872008 -0.258613 0.01 -0.01 0.00 0.48
H 2.748446 5.988380 0.407972 0.00 0.00 0.00 0.48
H 0.296856 6.116695 0.647655 0.00 0.00 0.00 0.46
H -1.116587 4.112005 0.258635 -0.01 -0.02 -0.01 0.54
```
Forces are in eV/Å.

## Properties
gap between HOMO and LUMO (spin up / spin down) = 5.29 / 5.64 eV
highest occupied orbital energy (spin up / spin down) = -17.3 / -17.4 eV
energy relative to the best compared isomer or geometry (same formula, charge and spin) = 0.0 kJ/mol
total energy = -51391.6133 eV
charge = +3

***

The following is a quantum chemistry calculation of the molecule C3H7N3O2 at a distorted geometry, from the Open Molecules 2025 dataset.

```
15
Properties=species:S:1:pos:R:3:forces:R:3:mulliken_charge:R:1
C 0.843863 0.619125 1.839955 -0.37 -0.41 0.62 -0.86
C 1.201656 1.157015 0.472692 -0.16 -0.40 -0.74 0.55
C -0.421185 -0.438250 -0.772968 0.79 0.85 -1.49 0.51
H 0.105249 1.321525 2.339581 0.88 -0.84 -0.56 0.21
H 1.784021 0.589908 2.430781 -0.71 0.14 -0.30 0.30
H 0.384310 -0.415162 1.780370 0.62 1.43 0.18 0.37
H 0.810003 1.050845 -1.523444 0.16 -0.22 -0.08 0.23
H -1.788175 0.114275 0.556815 0.18 -0.67 0.29 0.26
H -2.270550 -1.967189 -0.849490 -0.17 -0.43 -0.09 0.30
H -1.552380 -2.704352 0.453921 -0.52 0.97 -0.34 0.27
N 0.535384 0.639955 -0.644253 -1.78 -1.09 1.13 -0.12
N -1.287262 -0.731178 0.268507 0.46 0.91 0.49 -0.09
N -2.103779 -1.875814 0.147698 0.47 -0.24 -0.11 -0.73
O 2.063125 1.970534 0.242969 0.11 0.28 0.58 -0.59
O -0.466736 -1.001525 -1.846752 0.05 -0.26 0.42 -0.61
```
Forces are in eV/Å.

## Properties
gap between HOMO and LUMO = 10.78 eV
highest occupied orbital energy = -10.2 eV
energy relative to the best compared isomer or geometry (same formula, charge and spin) = 156.7 kJ/mol
total energy = -11789.6893 eV

***

The following is a quantum chemistry calculation of a structure of composition C28H31AsN7PtS2 at a distorted geometry, from the Open Molecules 2025 dataset.

```
70
Properties=species:S:1:pos:R:3:forces:R:3:mulliken_charge:R:1
Pt -1.713984 -0.519395 0.021208 -0.47 -0.53 1.19 0.58
S -2.519725 -0.607593 -2.170751 0.28 -0.27 1.17 -0.46
C -1.382799 -1.689672 -2.960913 0.12 -0.06 -0.17 0.51
C -1.818212 -2.427921 -4.059573 0.04 0.04 0.04 -0.72
C -0.941287 -3.262335 -4.732172 0.03 0.04 0.00 -0.54
C 0.383556 -3.348258 -4.330642 0.02 -0.04 -0.10 -0.84
C 0.822125 -2.604332 -3.246335 0.05 0.16 0.12 -0.05
C -0.054166 -1.784793 -2.543030 -0.02 -0.24 -0.09 -0.12
As 0.465385 -0.696605 -1.005186 -0.85 0.34 -1.29 0.74
C 0.998994 0.903041 -1.953067 0.15 0.06 0.13 1.03
C 2.126328 0.935074 -2.766699 0.00 -0.08 0.08 -0.04
C 2.420381 2.078171 -3.494152 0.04 -0.01 -0.03 -0.75
C 1.582795 3.181928 -3.421660 -0.02 0.07 0.02 -0.58
C 0.444555 3.144772 -2.628020 0.04 -0.01 -0.04 -0.63
C 0.154196 2.005041 -1.894253 0.00 -0.07 0.13 -0.77
C 2.081602 -1.622978 -0.484610 -0.16 0.06 0.58 0.33
C 2.002311 -2.999365 -0.278742 -0.13 0.09 -0.01 -0.67
C 3.121271 -3.705494 0.129680 0.03 -0.01 -0.02 -0.70
C 4.316496 -3.036868 0.361527 -0.04 -0.02 0.08 -0.57
C 4.391573 -1.663660 0.181939 0.09 -0.02 -0.04 -0.77
C 3.277362 -0.956470 -0.244166 -0.11 0.11 -0.18 -0.50
H -2.852410 -2.350091 -4.369764 0.00 -0.02 -0.01 0.43
H -1.293890 -3.847362 -5.571541 0.00 0.01 0.00 0.39
H 1.068973 -3.996044 -4.860730 0.03 0.01 0.03 0.40
H 1.858483 -2.661877 -2.939773 0.03 -0.08 -0.01 0.40
H 2.772205 0.066928 -2.832722 0.02 0.03 -0.05 0.40
H 3.299927 2.105851 -4.123999 0.00 -0.01 0.00 0.44
H 1.816614 4.075312 -3.986207 -0.01 -0.02 -0.02 0.40
H -0.214433 4.002432 -2.586230 -0.01 -0.01 0.01 0.45
H -0.730238 1.953164 -1.269270 -0.01 0.05 -0.02 0.31
H 1.064890 -3.514273 -0.452485 0.02 -0.06 0.00 0.52
H 3.061377 -4.777427 0.263110 -0.01 0.01 0.03 0.42
H 5.184199 -3.587729 0.699564 0.02 0.01 -0.04 0.40
H 5.320734 -1.141916 0.371691 -0.01 0.01 -0.01 0.47
H 3.337722 0.113513 -0.401787 0.05 0.00 0.04 0.56
C -6.587336 -0.463243 2.666328 0.03 0.06 0.09 -1.09
N -5.716261 -0.768368 1.537111 0.10 -0.19 0.07 0.13
C -6.283181 -1.489995 0.403830 -0.01 -0.01 -0.06 -1.19
C -4.371853 -0.664252 1.630749 -0.19 -0.05 0.09 0.56
N -3.526497 -1.279948 0.873687 0.26 0.55 -1.13 -0.67
N -3.910251 0.157915 2.639012 -0.09 0.25 0.04 -0.06
C -2.598133 0.534532 2.863051 0.18 -0.10 0.12 0.53
N -2.461067 1.433134 3.879603 -0.05 -0.02 -0.01 -0.42
N -1.616932 0.102085 2.164578 0.46 -0.37 -1.04 -0.40
H -7.582973 -0.835978 2.450027 0.00 -0.01 -0.02 0.38
H -6.677273 0.613843 2.834196 -0.01 -0.01 -0.01 0.33
H -6.242982 -0.950830 3.580964 -0.01 0.02 -0.01 0.40
H -7.321960 -1.193819 0.287440 -0.01 0.00 0.04 0.37
H -6.241022 -2.574755 0.537877 0.01 0.02 0.00 0.36
H -5.760121 -1.213925 -0.511426 0.01 -0.03 0.01 0.45
H -3.939461 -1.925602 0.217131 -0.17 0.03 -0.02 0.29
H -4.606046 0.666787 3.156446 0.01 0.06 -0.08 0.17
H -3.182903 1.553629 4.568766 0.03 -0.08 0.02 0.20
H -1.529478 1.671099 4.170654 0.02 0.02 0.01 0.22
H -0.714058 0.475355 2.428246 -0.02 0.17 0.03 -0.10
N 5.002656 4.277413 2.349495 -0.32 -0.07 -0.12 -0.29
C 4.688614 3.023943 2.705813 0.77 -0.10 0.45 0.15
S 5.746465 2.128122 3.607264 -0.23 0.06 -0.13 -0.37
C 3.375486 2.490386 2.258401 -0.50 -0.09 -0.24 1.29
C 2.414111 3.283325 1.627424 0.21 -0.07 0.10 -0.67
C 1.234871 2.703594 1.192853 -0.02 0.09 -0.06 -1.15
N 0.954947 1.410690 1.336238 0.12 0.06 0.39 0.00
C 1.853826 0.663085 1.980940 -0.10 0.13 0.06 -0.19
C 3.057416 1.149105 2.455267 0.14 0.10 0.03 -0.96
H 5.894355 4.637066 2.643294 0.02 0.05 -0.01 0.21
H 4.413670 4.841622 1.763904 0.07 0.03 -0.02 0.15
H 2.558137 4.345352 1.484686 -0.09 -0.01 -0.06 0.34
H 0.477884 3.308610 0.707636 0.03 -0.01 -0.06 0.49
H 1.585589 -0.379757 2.120517 0.10 -0.03 0.00 0.61
H 3.758851 0.507010 2.967759 0.02 -0.03 -0.02 0.44
```
Forces are in eV/Å.

## Properties
gap between HOMO and LUMO = 6.88 eV
highest occupied orbital energy = -9.7 eV
energy relative to the best compared isomer or geometry (same formula, charge and spin) = 104.6 kJ/mol
total energy = -125722.2846 eV
charge = +1

***

> Among the records above, which one has the lowest total energy?

C28H31AsN7PtS2

***

> Look up the total energy of the third one.

-11789.6893 eV